i.
Molecular formula: CH4NO3
Method: DFT, ωB97M-V with the def2-TZVPD basis set

Properties
HOMO-LUMO gap (spin up / spin down): 0.2897 / 0.2897 hartree
HOMO level (spin up / spin down): -3.190 / -3.189 eV

The geometry in ORCA input format:
```
! wB97M-V def2-TZVPD RIJCOSX def2/J DEFGRID3
* xyz -1 1
C 0.92 -0.06 -0.43
N -1.85 -0.23 0.52
O -1.76 0.82 -0.17
O 1.82 0.51 0.58
O 0.26 -1.02 0.16
H 0.25 0.83 -0.74
H 1.57 -0.27 -1.33
H -2.46 -1.01 -0.01
H 1.24 0.43 1.43
*
```

What are the Mulliken partial charges on each atom? They are as follows, in elementary charge units: atom 1 (C): 0.011, atom 2 (N): -0.005, atom 3 (O): -0.381, atom 4 (O): -0.533, atom 5 (O): -0.730, atom 6 (H): 0.065, atom 7 (H): 0.166, atom 8 (H): 0.126, atom 9 (H): 0.279

ii.
Molecular formula: CH4NO3
Method: DFT, ωB97M-V with the def2-TZVPD basis set

Properties
HOMO-LUMO gap: 0.3168 hartree
HOMO level: -4.339 eV

The geometry in ORCA input format:
```
! wB97M-V def2-TZVPD RIJCOSX def2/J DEFGRID3
* xyz -1 1
N -0.18 -0.91 -0.64
C -0.49 0.41 -1.11
O -1.16 0.46 -2.16
O -0.04 1.35 -0.40
H -0.34 -1.64 -1.31
H 0.69 -1.01 -0.14
H 0.31 0.78 1.22
H 0.36 -0.06 2.52
O 0.85 0.61 2.03
*
```

What are the Mulliken partial charges on each atom? They are as follows, in elementary charge units: atom 1 (N): -0.484, atom 2 (C): 0.638, atom 3 (O): -0.739, atom 4 (O): -0.816, atom 5 (H): 0.204, atom 6 (H): 0.199, atom 7 (H): 0.410, atom 8 (H): 0.291, atom 9 (O): -0.703

Stability ranking, top and bottom: ii is the most stable and i is the least stable.

i.
Molecular formula: C2H16N2O4
Method: DFT, ωB97M-V with the def2-TZVPD basis set

Properties
SMILES: NCCN.O.O.O.O
HOMO-LUMO gap: 0.3423 hartree
HOMO level: -9.155 eV

The geometry in ORCA input format:
```
! wB97M-V def2-TZVPD RIJCOSX def2/J DEFGRID3
* xyz 0 1
C -1.47 0.96 -2.66
C -2.04 -0.33 -2.11
N -0.99 -1.11 -1.42
N -2.35 2.13 -2.36
H -0.59 1.31 -2.12
H -1.35 0.85 -3.74
H -2.80 -0.16 -1.34
H -2.48 -0.95 -2.88
H -0.04 -0.77 -1.42
H -0.96 -2.05 -1.77
H -2.33 2.84 -3.08
H -3.34 1.95 -2.26
H 0.92 3.37 2.42
H 2.31 2.74 2.34
O 1.83 3.55 2.17
H 0.86 -2.35 2.47
H 2.13 -3.05 2.74
O 1.38 -2.67 3.22
H 4.08 -2.55 3.03
H 3.47 -1.37 2.39
O 3.86 -2.22 2.16
H 0.55 0.24 1.86
H -0.70 0.07 0.99
O 0.04 -0.41 1.37
*
```

What are the Mulliken partial charges on each atom? They are as follows, in elementary charge units: atom 1 (C): -0.188, atom 2 (C): -0.369, atom 3 (N): -0.516, atom 4 (N): -0.642, atom 5 (H): 0.196, atom 6 (H): 0.207, atom 7 (H): 0.217, atom 8 (H): 0.289, atom 9 (H): 0.208, atom 10 (H): 0.199, atom 11 (H): 0.219, atom 12 (H): 0.200, atom 13 (H): 0.317, atom 14 (H): 0.309, atom 15 (O): -0.625, atom 16 (H): 0.304, atom 17 (H): 0.361, atom 18 (O): -0.664, atom 19 (H): 0.338, atom 20 (H): 0.339, atom 21 (O): -0.692, atom 22 (H): 0.284, atom 23 (H): 0.308, atom 24 (O): -0.598

ii.
Molecular formula: C2H16N2O4
Method: DFT, ωB97M-V with the def2-TZVPD basis set

Properties
HOMO-LUMO gap: 0.1401 hartree
HOMO level: -9.011 eV

The geometry in ORCA input format:
```
! wB97M-V def2-TZVPD RIJCOSX def2/J DEFGRID3
* xyz 0 1
C 2.90 0.19 -0.26
N 1.81 0.63 -1.29
C -1.12 -1.09 0.66
N -0.47 0.22 0.49
H 3.05 0.91 0.57
H 3.82 -0.10 -0.73
H 2.47 -0.74 0.15
H 2.26 1.05 -2.10
H -2.00 -0.96 1.36
H -0.37 -1.70 1.18
H -1.21 0.86 0.30
H 0.23 0.26 -0.32
H -1.38 -1.55 -0.23
H -3.14 2.25 -0.47
O -2.61 1.57 0.02
H -3.82 -0.88 -1.29
H -3.30 0.59 -0.24
O -3.51 -0.57 -0.43
H 0.94 -2.38 -1.83
H 1.29 -0.21 -1.56
O 0.90 -1.77 -1.10
H 0.43 0.89 1.86
H 1.48 1.56 2.99
O 1.37 0.97 2.25
*
```

What are the Mulliken partial charges on each atom? They are as follows, in elementary charge units: atom 1 (C): -0.607, atom 2 (N): -0.531, atom 3 (C): -0.823, atom 4 (N): -0.222, atom 5 (H): 0.259, atom 6 (H): 0.337, atom 7 (H): 0.233, atom 8 (H): 0.304, atom 9 (H): 0.397, atom 10 (H): 0.296, atom 11 (H): 0.536, atom 12 (H): 0.235, atom 13 (H): 0.346, atom 14 (H): 0.277, atom 15 (O): -0.812, atom 16 (H): 0.244, atom 17 (H): 0.404, atom 18 (O): -0.707, atom 19 (H): 0.190, atom 20 (H): 0.220, atom 21 (O): -0.641, atom 22 (H): 0.400, atom 23 (H): 0.287, atom 24 (O): -0.623

Stability ranking, top and bottom: i is the most stable and ii is the least stable.

i.
Molecular formula: H19O10
Method: DFT, ωB97M-V with the def2-TZVPD basis set

Properties
HOMO-LUMO gap: 0.3355 hartree
HOMO level: -5.992 eV

The geometry in ORCA input format:
```
! wB97M-V def2-TZVPD RIJCOSX def2/J DEFGRID3
* xyz -1 1
O -1.64 -0.96 2.40
H -0.74 -1.21 2.59
H 1.61 -0.17 -1.10
O 0.59 1.71 2.14
H 1.25 2.25 1.68
H -1.27 1.95 2.43
O 0.23 -3.30 -2.19
H 0.56 0.97 1.51
H 1.03 -2.97 -1.76
O 2.67 2.83 0.45
H 0.06 -2.64 0.88
H -1.82 -0.07 2.75
O 0.61 -2.22 0.26
H 2.29 0.39 -2.28
H 1.89 2.24 0.09
O -2.82 -0.29 -0.24
H -2.50 -0.39 0.65
H -2.31 -0.69 -0.95
O -1.06 -0.87 -2.49
H -0.47 -0.12 -2.57
H -0.96 -1.37 -3.31
O 1.00 1.12 -0.32
H 0.45 1.60 -0.93
H 0.77 -1.28 0.21
O 2.29 -0.44 -1.82
H -0.40 -2.68 -1.79
O -2.19 1.65 2.39
H 3.00 3.49 -0.11
H -2.13 1.47 1.44
*
```

What are the Mulliken partial charges on each atom? They are as follows, in elementary charge units: atom 1 (O): -0.686, atom 2 (H): 0.265, atom 3 (H): 0.277, atom 4 (O): -0.754, atom 5 (H): 0.338, atom 6 (H): 0.450, atom 7 (O): -0.673, atom 8 (H): 0.372, atom 9 (H): 0.313, atom 10 (O): -0.766, atom 11 (H): 0.226, atom 12 (H): 0.397, atom 13 (O): -0.554, atom 14 (H): 0.284, atom 15 (H): 0.491, atom 16 (O): -0.688, atom 17 (H): 0.372, atom 18 (H): 0.349, atom 19 (O): -0.611, atom 20 (H): 0.266, atom 21 (H): 0.311, atom 22 (O): -0.902, atom 23 (H): 0.118, atom 24 (H): 0.303, atom 25 (O): -0.657, atom 26 (H): 0.381, atom 27 (O): -0.783, atom 28 (H): 0.238, atom 29 (H): 0.321

ii.
Molecular formula: H19O10
Method: DFT, ωB97M-V with the def2-TZVPD basis set

Properties
HOMO-LUMO gap: 0.3205 hartree
HOMO level: -6.431 eV

The geometry in ORCA input format:
```
! wB97M-V def2-TZVPD RIJCOSX def2/J DEFGRID3
* xyz -1 1
O -12.38 10.84 17.59
H -13.17 11.36 17.84
O -11.01 12.43 19.31
H -11.44 11.93 18.62
H -10.09 12.46 19.05
O -10.28 9.58 20.37
H -10.45 8.70 20.72
H -10.66 9.55 19.49
O -11.08 12.65 15.86
H -11.09 11.99 15.17
H -11.56 12.26 16.59
O -13.28 10.17 20.04
H -12.95 10.48 19.20
H -14.17 10.51 20.10
O -9.81 10.27 17.63
H -9.25 10.90 18.07
H -10.68 10.67 17.65
O -15.53 11.78 19.19
H -16.02 11.96 19.99
H -16.10 11.22 18.67
O -14.51 14.14 18.68
H -13.97 14.44 19.42
H -14.75 13.24 18.91
O -13.87 10.98 15.42
H -13.29 11.00 16.18
H -14.62 11.52 15.66
O -11.78 8.69 16.14
H -12.72 8.70 15.97
H -11.62 9.45 16.69
*
```

What are the Mulliken partial charges on each atom? They are as follows, in elementary charge units: atom 1 (O): -0.635, atom 2 (H): 0.109, atom 3 (O): -0.629, atom 4 (H): 0.260, atom 5 (H): 0.323, atom 6 (O): -0.583, atom 7 (H): 0.263, atom 8 (H): 0.408, atom 9 (O): -0.723, atom 10 (H): 0.295, atom 11 (H): 0.494, atom 12 (O): -0.699, atom 13 (H): 0.292, atom 14 (H): 0.320, atom 15 (O): -0.625, atom 16 (H): 0.289, atom 17 (H): 0.146, atom 18 (O): -0.655, atom 19 (H): 0.312, atom 20 (H): 0.263, atom 21 (O): -0.652, atom 22 (H): 0.316, atom 23 (H): 0.359, atom 24 (O): -0.677, atom 25 (H): 0.282, atom 26 (H): 0.260, atom 27 (O): -0.715, atom 28 (H): 0.320, atom 29 (H): 0.284

Stability ranking, top and bottom: i is the most stable and ii is the least stable.

i.
Molecular formula: CH6O
Method: DFT, ωB97M-V with the def2-TZVPD basis set

Properties
SMILES: C.O
HOMO-LUMO gap: 0.4482 hartree
HOMO level: -11.288 eV

The geometry in ORCA input format:
```
! wB97M-V def2-TZVPD RIJCOSX def2/J DEFGRID3
* xyz 0 1
C -0.33 0.03 0.92
H -0.68 0.60 0.04
H 0.72 -0.25 0.78
H -0.42 0.66 1.82
H -0.94 -0.87 1.05
O 0.87 -0.11 -1.77
H 0.81 -0.20 -0.79
H -0.04 0.14 -2.05
*
```

What are the Mulliken partial charges on each atom? They are as follows, in elementary charge units: atom 1 (C): -0.986, atom 2 (H): 0.185, atom 3 (H): 0.242, atom 4 (H): 0.278, atom 5 (H): 0.272, atom 6 (O): -0.669, atom 7 (H): 0.359, atom 8 (H): 0.319

ii.
Molecular formula: CH6O
Method: DFT, ωB97M-V with the def2-TZVPD basis set

Properties
SMILES: C.O
HOMO-LUMO gap: 0.3945 hartree
HOMO level: -10.019 eV

The geometry in ORCA input format:
```
! wB97M-V def2-TZVPD RIJCOSX def2/J DEFGRID3
* xyz 0 1
C 0.23 -0.11 -0.97
H -0.13 0.92 -1.12
H -0.01 -0.43 0.06
H -0.27 -0.78 -1.68
H 1.31 -0.15 -1.12
O -0.54 0.01 1.29
H -0.44 -0.37 2.19
H -0.15 0.91 1.35
*
```

What are the Mulliken partial charges on each atom? They are as follows, in elementary charge units: atom 1 (C): -0.972, atom 2 (H): 0.163, atom 3 (H): 0.284, atom 4 (H): 0.246, atom 5 (H): 0.269, atom 6 (O): -0.661, atom 7 (H): 0.314, atom 8 (H): 0.357

Stability ranking, top and bottom: i is the most stable and ii is the least stable.

i.
Molecular formula: C5H11NO3S
Method: DFT, ωB97M-V with the def2-TZVPD basis set

Properties
HOMO-LUMO gap: 0.3603 hartree
HOMO level: -9.334 eV

The geometry in ORCA input format:
```
! wB97M-V def2-TZVPD RIJCOSX def2/J DEFGRID3
* xyz 0 1
C 0.01 0.58 1.48
C -0.81 0.29 0.46
C -0.63 1.43 2.66
C -0.22 -2.29 -0.46
C -0.28 -0.40 -0.73
N -1.08 -0.32 -1.98
O 1.66 -0.53 -2.51
O 1.17 1.55 -1.39
O 2.35 -0.38 -0.24
S 1.41 -0.05 -1.19
H 1.04 0.60 1.37
H -1.92 0.45 0.65
H 0.12 1.30 3.53
H -1.61 0.93 3.04
H -0.65 2.46 2.26
H 0.34 -2.12 0.51
H 0.21 -2.71 -1.32
H -1.26 -2.52 -0.37
H -1.00 0.64 -2.34
H 1.74 2.10 -0.80
H -0.59 -0.98 -2.63
*
```

What are the Mulliken partial charges on each atom? They are as follows, in elementary charge units: atom 1 (C): -0.297, atom 2 (C): -0.475, atom 3 (C): -1.124, atom 4 (C): -1.047, atom 5 (C): 0.309, atom 6 (N): -0.691, atom 7 (O): -0.667, atom 8 (O): -0.515, atom 9 (O): -0.572, atom 10 (S): 1.241, atom 11 (H): 0.554, atom 12 (H): 0.232, atom 13 (H): 0.286, atom 14 (H): 0.307, atom 15 (H): 0.292, atom 16 (H): 0.343, atom 17 (H): 0.394, atom 18 (H): 0.395, atom 19 (H): 0.303, atom 20 (H): 0.377, atom 21 (H): 0.356

ii.
Molecular formula: C5H11NO3S
Method: DFT, ωB97M-V with the def2-TZVPD basis set

Properties
SMILES: C/C=C/S(=O)(=O)O.C=NC
HOMO-LUMO gap: 0.3665 hartree
HOMO level: -9.356 eV

The geometry in ORCA input format:
```
! wB97M-V def2-TZVPD RIJCOSX def2/J DEFGRID3
* xyz 0 1
C 2.69 0.92 -0.87
C 1.32 0.64 -1.26
C -0.71 0.90 2.35
C -1.18 -1.38 1.85
C 0.41 -0.18 -0.76
N -0.35 -0.44 1.86
O -0.91 -1.66 -2.43
O -2.21 -0.48 -0.62
O -1.35 0.80 -2.55
S -1.15 -0.26 -1.57
H 3.37 0.87 -1.85
H 2.87 0.19 -0.13
H 0.80 1.10 -2.07
H 0.33 1.33 2.63
H -1.01 1.53 1.48
H -1.62 0.96 3.16
H -2.08 -1.45 2.44
H -1.02 -2.25 1.14
H 2.79 1.98 -0.36
H 0.61 -0.85 -0.04
H -1.61 -2.29 -2.38
*
```

What are the Mulliken partial charges on each atom? They are as follows, in elementary charge units: atom 1 (C): -1.091, atom 2 (C): 0.191, atom 3 (C): -0.695, atom 4 (C): -0.321, atom 5 (C): -0.729, atom 6 (N): -0.257, atom 7 (O): -0.492, atom 8 (O): -0.550, atom 9 (O): -0.649, atom 10 (S): 1.177, atom 11 (H): 0.283, atom 12 (H): 0.343, atom 13 (H): 0.475, atom 14 (H): 0.251, atom 15 (H): 0.239, atom 16 (H): 0.276, atom 17 (H): 0.312, atom 18 (H): 0.197, atom 19 (H): 0.247, atom 20 (H): 0.461, atom 21 (H): 0.332

Stability ranking, top and bottom: i is the most stable and ii is the least stable.

i.
Molecular formula: C5H9NOSe
Method: DFT, ωB97M-V with the def2-TZVPD basis set

Properties
HOMO-LUMO gap (spin up / spin down): 0.3386 / 0.2080 hartree
HOMO level (spin up / spin down): -9.264 / -7.764 eV

The geometry in ORCA input format:
```
! wB97M-V def2-TZVPD RIJCOSX def2/J DEFGRID3
* xyz 0 1
C 0.12 -0.92 -0.37
C -2.02 -1.60 -1.45
C 0.95 0.31 0.18
C 0.26 1.61 -0.25
C 1.01 0.14 1.71
N -1.19 -0.66 -0.81
O 0.43 -2.07 -0.23
Se 2.98 0.44 -0.43
H -3.11 -1.34 -1.45
H -1.75 -2.55 -1.18
H -0.03 1.63 -1.21
H 1.00 2.42 -0.12
H -0.64 1.93 0.39
H 0.17 -0.43 2.17
H 1.20 1.14 2.09
H 2.00 -0.38 1.99
H -1.39 0.33 -1.01
*
```

What are the Mulliken partial charges on each atom? They are as follows, in elementary charge units: atom 1 (C): 0.384, atom 2 (C): -0.758, atom 3 (C): 0.881, atom 4 (C): -1.978, atom 5 (C): -1.198, atom 6 (N): -0.103, atom 7 (O): -0.584, atom 8 (Se): 0.044, atom 9 (H): 0.269, atom 10 (H): 0.382, atom 11 (H): 0.688, atom 12 (H): 0.445, atom 13 (H): 0.339, atom 14 (H): 0.297, atom 15 (H): 0.367, atom 16 (H): 0.321, atom 17 (H): 0.204

ii.
Molecular formula: C5H9NOSe
Method: DFT, ωB97M-V with the def2-TZVPD basis set

Properties
HOMO-LUMO gap: 0.3508 hartree
HOMO level: -9.156 eV

The geometry in ORCA input format:
```
! wB97M-V def2-TZVPD RIJCOSX def2/J DEFGRID3
* xyz 0 1
C 0.66 0.90 -0.83
C -2.02 1.02 0.40
C 3.18 -0.82 -0.09
C -0.76 0.32 1.00
C 0.34 -0.06 0.09
N 0.86 1.76 -1.56
O -0.41 -1.24 -1.06
Se 1.67 -1.05 1.06
H -2.61 1.43 1.14
H -2.50 0.57 -0.36
H -1.48 1.87 -0.20
H 3.21 -1.71 -0.68
H 2.98 0.03 -0.73
H 4.11 -0.79 0.42
H -0.24 1.13 1.61
H -1.04 -0.42 1.81
H -1.10 -0.63 -1.32
*
```

What are the Mulliken partial charges on each atom? They are as follows, in elementary charge units: atom 1 (C): 0.099, atom 2 (C): -1.308, atom 3 (C): -0.886, atom 4 (C): -0.599, atom 5 (C): 0.558, atom 6 (N): -0.434, atom 7 (O): -0.559, atom 8 (Se): 0.172, atom 9 (H): 0.375, atom 10 (H): 0.392, atom 11 (H): 0.299, atom 12 (H): 0.290, atom 13 (H): 0.252, atom 14 (H): 0.339, atom 15 (H): 0.328, atom 16 (H): 0.380, atom 17 (H): 0.302

Stability ranking, top and bottom: ii is the most stable and i is the least stable.